Run P
Molecular formula: C11H12NO2
Method: DFT, ωB97M-V/def2-TZVPD

Calculated values
LUMO energy ... 3.30 eV
Spin multiplicity ... 1
Net charge ... -1
Frontier orbital gap ... 7.93 eV
HOMO ... -4.633 eV

Atoms and positions in Å:
O  3.97  -1.23  1.96
O  1.92  -0.42  2.26
N  0.40  0.02  0.41
C  -3.34  1.52  -0.90
C  0.23  0.51  -1.82
C  -3.20  1.23  0.56
C  -2.28  1.39  -1.75
C  -0.92  0.34  0.15
C  -1.06  0.83  -1.30
C  2.47  -2.77  3.01
C  0.65  0.81  -3.28
C  -1.97  0.77  1.04
C  2.80  -1.30  2.39
C  1.03  0.11  -0.80
H  0.66  -0.70  1.24
H  1.80  -2.54  3.96
H  0.01  1.52  -3.74
H  -1.73  0.80  2.20
H  -3.97  1.37  1.25
H  2.01  -0.18  -0.92
H  -2.32  1.58  -2.81
H  0.30  -0.06  -4.03
H  1.74  1.22  -3.37
H  1.84  -3.36  2.37
H  3.16  -3.27  3.35
H  -4.20  1.82  -1.43

Listed below, in e, are the Löwdin charges computed for each atom: -0.08 -0.11 0.06 -0.11 -0.26 -0.10 -0.10 -0.17 -0.11 -0.01 -0.08 -0.06 -0.71 -0.08 0.17 0.10 0.02 0.14 0.05 0.10 0.09 0.10 0.10 0.05 -0.07 0.06

***

Run Q
Molecular formula: C11H12NO2
Method: DFT, ωB97M-V/def2-TZVPD

Calculated values
LUMO energy ... 3.46 eV
Spin multiplicity ... 1
Net charge ... -1
Frontier orbital gap ... 7.57 eV
HOMO ... -4.112 eV

Atoms and positions in Å:
O  -0.87  -2.87  1.49
O  -1.92  -0.97  1.88
N  0.27  -0.95  -0.21
C  0.45  3.18  0.32
C  1.60  0.15  -1.71
C  2.60  0.45  -2.76
C  0.26  0.41  0.14
C  -0.34  1.06  1.19
C  1.07  -1.08  -1.31
C  -0.28  2.46  1.25
C  -1.94  -2.20  1.63
C  1.24  2.48  -0.60
C  -3.26  -2.89  1.65
C  1.14  1.09  -0.74
H  3.40  -0.30  -2.75
H  0.02  -1.72  0.43
H  2.16  0.67  -3.74
H  -0.84  2.92  2.06
H  3.11  1.38  -2.43
H  1.53  -1.96  -1.78
H  1.89  3.06  -1.26
H  -4.04  -2.22  1.30
H  -0.88  0.63  2.02
H  -3.29  -3.78  1.01
H  -3.52  -3.28  2.62
H  0.45  4.26  0.29

Listed below, in e, are the Löwdin charges computed for each atom: -0.11 -0.08 0.11 -0.13 -0.26 -0.08 -0.18 -0.02 -0.06 -0.12 -0.74 -0.06 -0.05 -0.16 0.07 0.10 0.07 0.09 0.07 0.12 0.09 0.06 0.08 0.06 0.06 0.08

***

Run R
Molecular formula: C11H12NO2
Method: DFT, ωB97M-V/def2-TZVPD

Calculated values
LUMO energy ... 3.17 eV
Spin multiplicity ... 1
Net charge ... -1
Frontier orbital gap ... 7.66 eV
HOMO ... -4.496 eV

Atoms and positions in Å:
O  1.95  0.56  -2.23
O  2.42  0.06  -4.33
N  0.91  0.46  0.43
C  1.91  0.80  -3.47
C  -2.92  -0.97  0.78
C  0.51  -0.85  2.24
C  -0.45  0.23  0.46
C  1.48  -0.22  1.50
C  1.25  2.13  -3.83
C  -1.97  -1.24  1.75
C  -2.67  -0.04  -0.21
C  -0.73  -0.65  1.54
C  0.68  -1.58  3.52
C  -1.44  0.58  -0.47
H  0.93  2.02  -4.85
H  -2.00  -2.09  2.42
H  1.74  -1.51  3.77
H  1.31  0.51  -0.55
H  0.23  -2.60  3.67
H  2.56  -0.18  1.67
H  -3.34  0.51  -0.96
H  -3.91  -1.46  0.84
H  0.46  2.45  -3.14
H  -1.20  1.32  -1.23
H  0.20  -1.11  4.37
H  2.09  2.90  -3.71

Listed below, in e, are the Löwdin charges computed for each atom: -0.13 -0.07 0.08 -0.78 -0.13 -0.25 -0.21 -0.06 -0.05 -0.04 -0.14 -0.15 -0.08 -0.02 0.04 0.10 0.07 0.10 0.08 0.12 0.11 0.10 0.05 0.11 0.06 0.09

***

Run S
Molecular formula: C11H12NO2
Method: DFT, ωB97M-V/def2-TZVPD

Calculated values
LUMO energy ... 3.40 eV
Spin multiplicity ... 1
Net charge ... -1
Frontier orbital gap ... 7.81 eV
HOMO ... -4.412 eV

Atoms and positions in Å:
O  4.42  -0.52  -1.43
O  2.80  -0.18  0.11
N  0.36  -0.11  0.48
C  -3.14  -0.28  0.19
C  -3.43  -1.33  -0.65
C  -1.88  0.06  0.62
C  0.01  0.90  1.37
C  -1.96  1.95  2.48
C  -2.33  -2.00  -1.31
C  3.28  1.54  -1.36
C  -1.05  -1.63  -0.94
C  -1.37  1.10  1.40
C  -0.80  -0.59  -0.03
C  3.60  0.16  -0.84
H  -1.79  1.32  3.43
H  -4.36  -1.53  -0.95
H  -3.00  2.10  2.27
H  2.80  1.55  -2.30
H  4.36  1.87  -1.51
H  2.66  2.12  -0.74
H  0.72  1.56  1.87
H  -2.72  -2.75  -2.01
H  -1.37  2.91  2.55
H  1.37  -0.39  0.01
H  -0.21  -2.24  -1.31
H  -4.06  0.21  0.54

Listed below, in e, are the Löwdin charges computed for each atom: -0.02 -0.12 0.08 -0.07 -0.12 -0.18 -0.05 -0.07 -0.10 -0.04 -0.04 -0.27 -0.23 -0.75 0.10 0.04 0.05 0.05 0.09 0.04 0.12 0.09 0.08 0.12 0.11 0.10

***

Most stable = run Q

***

Run P
Molecular formula: H8O4
Method: DFT, ωB97M-V/def2-TZVPD

Calculated values
LUMO energy ... 0.38 eV
Spin multiplicity ... 1
Structure (SMILES) ... O.O.O.O
Frontier orbital gap ... 10.94 eV
HOMO ... -10.559 eV

Atoms and positions in Å:
O  0.14  -1.04  0.63
O  -0.09  0.20  -2.69
O  -1.90  0.66  1.18
O  2.49  0.44  0.94
H  -0.43  -0.69  -2.83
H  -0.61  -0.43  0.80
H  2.52  0.02  1.81
H  -2.85  0.65  1.02
H  1.68  0.08  0.53
H  -1.68  1.59  1.33
H  -0.14  -1.58  -0.11
H  0.86  0.09  -2.61

Listed below, in e, are the Löwdin charges computed for each atom: -0.08 -0.06 -0.03 -0.09 0.03 0.01 0.02 0.07 -0.01 0.07 0.04 0.04

***

Run Q
Molecular formula: H8O4
Method: DFT, ωB97M-V/def2-TZVPD

Calculated values
LUMO energy ... 0.27 eV
Spin multiplicity ... 1
Structure (SMILES) ... O.O.O.O
Frontier orbital gap ... 11.09 eV
HOMO ... -10.817 eV

Atoms and positions in Å:
O  0.90  1.77  -1.28
O  1.91  -1.78  0.19
O  -0.40  -0.47  -0.43
O  -1.93  0.33  1.58
H  -0.97  -0.34  0.36
H  -1.50  0.16  2.44
H  -2.24  1.22  1.63
H  1.07  -1.35  0.04
H  2.33  -1.44  -0.58
H  -0.98  -0.41  -1.14
H  1.50  1.24  -1.77
H  0.32  1.07  -1.03

Listed below, in e, are the Löwdin charges computed for each atom: -0.04 -0.05 -0.04 -0.02 0.02 0.09 0.06 -0.04 0.01 0.04 0.01 -0.04

***

Most stable = run P